Computed, not measured: the molecule C6H8BrNO4S in a non-equilibrium geometry, with ωB97M-V/def2-TZVPD.

Each line ends with the Löwdin charge.
Atoms and positions in Å:
Br (0.98993, -0.75972, 2.65388)  0.80
S (-2.14786, -1.06086, -0.07926)  0.63
O (-1.30598, -1.16055, 1.29312)  -0.26
O (3.42098, -0.94629, -1.34933)  0.21
O (-2.58426, -2.38112, -0.35086)  -0.25
O (-3.21546, -0.12484, -0.01993)  -0.24
N (1.36134, 0.17920, -1.69114)  0.17
C (-0.96912, -0.64420, -1.39472)  -0.13
C (-0.51167, -0.02913, 1.61038)  -0.65
C (0.03302, 0.71146, 0.39347)  -0.38
C (2.41439, -0.39681, -1.52098)  -0.31
C (0.35497, -0.30300, -0.71767)  -0.33
C (1.17962, 1.65371, 0.71180)  -0.09
H (1.33628, 2.33412, -0.10964)  0.09
H (-0.76371, 1.35678, 0.02431)  0.15
H (-1.38929, 0.22832, -1.87373)  0.11
H (2.11363, 1.13293, 0.87091)  0.06
H (-0.89345, -1.46743, -2.08575)  0.11
H (-1.02067, 0.67630, 2.24847)  0.11
H (0.67211, -1.21496, -0.21265)  0.13
H (0.92520, 2.21610, 1.59933)  0.09

Computed properties:
- ΔE to the lowest compared entry with this formula, charge and spin: 0.000 eV
- Net charge: 0
- Maximum force: 2.6 eV/Å
- Multiplicity: 1
- HOMO-LUMO gap: 11.3 eV
- SMILES: C[C@@H]1[C@H](Br)OS(=O)(=O)C[C@H]1N=C=O